Formula: C5H4NO4
Source: the Open Molecules 2025 dataset
Level of theory: wB97M-V/def2-TZVPD

```
14
Properties=species:S:1:pos:R:3:forces:R:3:mulliken_charge:R:1
C 1.35280 0.53944 0.54996 -0.6099 0.1217 -1.1457 -0.87
C -1.10010 -0.12944 0.68813 -0.1606 -0.6522 -1.0128 -0.22
C 0.53149 -1.77400 0.22417 -1.3458 -1.5578 -1.1837 0.57
C 2.36386 0.97906 -0.41074 -2.4092 -0.5543 3.9338 1.02
C -2.07001 0.86031 0.11347 0.9937 1.2911 0.9917 -1.04
N -0.74725 -1.10320 -0.16116 1.1264 -0.5755 0.9563 -0.10
O 2.76884 1.02006 0.84194 1.2005 -0.1671 0.6447 -0.35
O 0.63935 -3.00384 0.11208 -0.0808 2.2390 0.3313 -0.65
O 2.75697 1.38981 -1.41854 1.7777 1.1293 -4.0336 -0.58
O 1.48242 -0.95607 0.51838 0.4864 -0.9505 0.5455 -0.12
H -2.26074 1.53759 0.94248 -0.7753 0.0720 0.0332 0.31
H -2.95700 0.57689 -0.38982 -1.1434 -0.8420 -0.3668 0.44
H -1.57289 1.54141 -0.58161 0.5093 -0.3382 -0.2144 0.32
H -1.18775 -1.47805 -1.02876 0.4308 0.7845 0.5204 0.28
```
Forces are in eV/Å.

As for the total charge: -1. The calculation puts the LUMO energy at 3.80 eV. As for the HOMO energy: -3.104 eV. As for the spin multiplicity: 1. For the total energy, the calculation gives -548.51775 Eh. The energy above the lowest of the compared OMol25 structures with the same formula, charge and spin is 124.67 kcal/mol. As for the frontier orbital gap: 6.90 eV. Its molar mass is 142.1 g/mol.